(1)
{
  "formula": "C43H36FeN9O3PS2",
  "method": "the ωB97M-V functional and the def2-TZVPD basis",
  "elements": ["Fe", "N", "C", "N", "C", "N", "N", "C", "C", "C", "C", "C", "C", "N", "C", "C", "C", "C", "C", "C", "H", "H", "H", "H", "H", "H", "H", "H", "H", "H", "H", "C", "N", "C", "C", "N", "C", "S", "H", "H", "H", "H", "H", "H", "N", "P", "C", "C", "C", "C", "C", "C", "C", "C", "C", "C", "C", "C", "C", "C", "C", "C", "C", "C", "H", "H", "H", "H", "H", "H", "H", "H", "H", "H", "H", "H", "H", "H", "H", "O", "C", "N", "S", "O", "O", "C", "C", "C", "C", "C", "C", "H", "H", "H", "H"],
  "coordinates": [[1.506, -0.711, -1.187], [-0.607, 2.692, -2.713], [-0.050, 1.540, -2.930], [1.160, 1.156, -2.712], [1.990, 2.155, -2.196], [3.203, 1.837, -1.756], [3.303, 0.471, -1.585], [4.436, 0.009, -1.261], [4.523, -1.422, -1.012], [5.704, -2.107, -0.722], [5.608, -3.541, -0.628], [4.459, -4.193, -0.858], [3.348, -3.397, -1.071], [3.362, -2.069, -1.056], [1.519, 3.537, -2.144], [2.341, 4.588, -1.734], [1.864, 5.923, -1.553], [0.522, 6.162, -1.913], [-0.289, 5.175, -2.402], [0.185, 3.827, -2.375], [-1.608, 2.773, -2.881], [-0.746, 0.771, -3.407], [5.274, 0.631, -1.216], [6.639, -1.619, -0.681], [6.548, -4.136, -0.418], [4.221, -5.274, -0.829], [2.346, -3.852, -1.200], [3.347, 4.356, -1.462], [2.567, 6.626, -1.085], [0.211, 7.193, -1.820], [-1.362, 5.306, -2.617], [-2.278, 2.767, 0.226], [-3.557, 3.377, -0.095], [-4.493, 3.494, 0.944], [-5.588, 4.071, 0.392], [-5.281, 4.308, -0.924], [-4.051, 3.857, -1.270], [-3.445, 4.099, -2.842], [-1.442, 3.074, -0.496], [-2.384, 1.690, 0.212], [-1.967, 3.178, 1.179], [-4.216, 3.206, 1.958], [-6.512, 4.430, 0.875], [-5.880, 4.883, -1.483], [-0.002, -1.808, -1.287], [-1.213, -2.278, -0.457], [-2.745, -1.344, -0.730], [-2.917, -0.719, -1.941], [-3.912, 0.257, -2.155], [-4.784, 0.581, -1.097], [-4.668, -0.059, 0.157], [-3.708, -1.015, 0.280], [-0.256, -2.514, 2.075], [-0.226, -2.041, 3.389], [0.813, -2.486, 4.239], [1.725, -3.429, 3.750], [1.542, -4.022, 2.497], [0.606, -3.512, 1.668], [-1.782, -3.993, -0.735], [-1.033, -4.785, -1.631], [-1.529, -5.990, -2.102], [-2.886, -6.279, -1.828], [-3.668, -5.501, -1.056], [-3.124, -4.375, -0.428], [-2.231, -0.802, -2.775], [-3.880, 0.872, -3.084], [-5.588, 1.250, -1.355], [-5.381, 0.233, 1.011], [-3.545, -1.485, 1.204], [-0.970, -1.344, 3.849], [0.904, -2.157, 5.250], [2.482, -3.658, 4.462], [2.155, -4.930, 2.255], [0.560, -3.841, 0.625], [-0.112, -4.396, -2.011], [-0.912, -6.576, -2.797], [-3.404, -7.109, -2.273], [-4.684, -5.734, -0.779], [-3.645, -3.771, 0.362], [3.828, -1.317, 1.724], [2.938, -0.511, 1.764], [1.862, -0.431, 0.960], [0.798, 0.781, 1.334], [0.689, 1.714, 0.173], [-1.194, -2.017, 1.161], [1.855, 1.483, 2.547], [1.677, 2.640, 3.318], [2.590, 2.811, 4.382], [3.620, 1.922, 4.618], [3.812, 0.817, 3.798], [2.903, 0.660, 2.766], [0.947, 3.434, 3.135], [2.522, 3.695, 4.988], [4.185, 2.126, 5.513], [4.556, 0.113, 4.019]],
  "forces_ev_per_angstrom": [[0.85, -0.05, 0.23], [-0.04, 2.28, 0.03], [-1.44, -3.11, -1.30], [0.73, 0.92, 0.65], [1.55, -1.28, 0.36], [-1.42, 0.46, -0.33], [-0.50, 0.72, -0.05], [-0.66, -0.74, -0.13], [0.99, -0.73, 0.65], [-1.71, -2.05, -0.63], [3.69, 1.19, 0.43], [-2.31, -0.97, -0.15], [-1.51, 0.51, 0.32], [-0.84, -0.80, -1.08], [0.40, 0.68, 0.34], [-0.48, 1.80, 0.52], [0.37, -2.77, -0.31], [1.47, 1.04, 0.23], [-0.89, -1.88, 0.65], [-0.52, 0.02, -0.97], [-0.05, 0.51, -0.01], [0.89, 0.97, 0.92], [1.37, 0.94, 0.14], [0.83, 0.45, 0.23], [-1.12, 0.89, -0.20], [0.95, 0.70, 0.01], [0.64, 0.36, 0.09], [0.53, -0.15, 0.04], [-0.71, -0.01, -0.48], [-0.53, -0.04, -0.12], [0.86, 0.25, 0.03], [1.58, 0.84, -1.75], [-0.10, -0.04, 0.26], [-0.02, 0.25, -0.79], [-0.01, 0.24, 1.36], [-1.00, 0.06, 0.34], [-0.01, 0.54, 0.48], [-0.29, -0.53, 0.42], [-1.54, -0.50, 0.95], [0.21, -0.25, 0.19], [0.02, -0.33, 0.30], [-0.33, 0.04, -0.51], [0.70, -0.37, -0.54], [0.20, -0.16, -0.64], [-1.46, -1.04, 0.35], [0.65, 0.52, -0.31], [-1.26, 0.94, 0.53], [-0.11, 1.39, -1.07], [-0.01, 0.25, 0.96], [0.35, -0.60, -0.93], [-1.75, 1.17, -0.33], [1.83, -0.55, -0.53], [-0.75, 0.53, -0.14], [-0.16, 0.45, 1.00], [-0.32, -0.59, -2.18], [-1.14, 0.56, 0.60], [1.95, -1.08, 1.59], [-0.49, -0.09, -1.69], [-0.89, -0.35, -0.70], [-0.77, 0.09, 0.60], [-0.82, 0.34, -0.28], [1.17, -1.22, -1.40], [-0.31, 1.95, 2.35], [1.53, 0.76, 0.62], [0.32, -0.60, 0.25], [-0.41, -0.75, 0.72], [-0.12, 0.46, 0.45], [1.26, -0.66, -1.41], [0.00, -0.51, 1.28], [0.59, -0.57, -1.02], [-0.06, 0.38, 0.40], [0.73, -0.78, 0.00], [-0.51, 1.23, -0.14], [-0.09, -0.08, 0.46], [0.60, 0.14, 0.07], [-0.53, 0.08, 0.41], [0.34, -0.55, -0.28], [-0.18, -0.34, -0.38], [0.16, -0.72, -1.16], [1.02, -0.95, 0.08], [-0.75, 1.75, 0.76], [-0.78, 0.09, -0.88], [-0.56, -0.33, -0.15], [-0.02, 0.07, -0.14], [0.23, -0.33, 1.00], [-0.53, 1.82, 0.66], [0.78, -0.08, 0.62], [-0.87, 0.36, -1.32], [-0.18, -0.20, 0.26], [-1.17, 1.39, 0.31], [1.32, -2.05, -0.14], [0.00, -0.59, -0.09], [-0.14, 0.21, 0.23], [0.52, -0.27, -0.03], [0.98, -0.96, -0.07]],
  "spin_multiplicity": 5,
  "relative_energy_kj_mol": 0.0,
  "lumo_energy_ev": [-0.147, -0.148],
  "e_homo_ha": [-0.2790, -0.2721],
  "s2": 6.016
}

***

(2)
{
  "formula": "C24H48O10",
  "method": "the ωB97M-V functional and the def2-TZVPD basis",
  "elements": ["C", "C", "O", "C", "O", "O", "C", "H", "H", "H", "H", "H", "H", "H", "H", "C", "C", "O", "C", "O", "O", "C", "H", "H", "H", "H", "H", "H", "H", "H", "C", "C", "C", "O", "C", "H", "H", "H", "H", "H", "H", "H", "H", "C", "C", "C", "O", "C", "H", "H", "H", "H", "H", "H", "H", "H", "C", "C", "C", "O", "C", "H", "H", "H", "H", "H", "H", "H", "H", "C", "C", "C", "O", "C", "H", "H", "H", "H", "H", "H", "H", "H"],
  "coordinates": [[-17.781, 2.447, -17.411], [-18.020, 3.924, -17.608], [-16.796, 4.447, -18.132], [-16.719, 5.759, -18.289], [-17.517, 6.574, -17.901], [-15.601, 6.022, -18.953], [-15.418, 7.339, -19.479], [-18.670, 1.855, -17.221], [-17.123, 2.327, -16.545], [-17.234, 2.083, -18.279], [-18.276, 4.471, -16.702], [-18.808, 4.086, -18.348], [-14.674, 7.908, -18.927], [-16.339, 7.890, -19.636], [-14.950, 7.142, -20.450], [-10.948, 1.415, -16.437], [-9.828, 2.375, -16.103], [-8.716, 2.267, -17.012], [-8.939, 2.683, -18.246], [-9.942, 3.229, -18.627], [-7.864, 2.431, -18.976], [-8.015, 2.675, -20.366], [-11.679, 1.368, -15.632], [-10.576, 0.417, -16.665], [-11.464, 1.777, -17.330], [-9.424, 2.150, -15.118], [-10.134, 3.423, -16.112], [-8.043, 3.750, -20.570], [-8.950, 2.250, -20.721], [-7.122, 2.289, -20.842], [-18.624, 4.057, -23.080], [-17.248, 3.573, -22.578], [-16.927, 2.343, -23.421], [-17.808, 2.397, -24.525], [-19.045, 2.928, -24.016], [-18.447, 4.935, -23.698], [-19.324, 4.265, -22.275], [-17.171, 3.473, -21.492], [-16.514, 4.367, -22.759], [-17.111, 1.414, -22.867], [-15.896, 2.350, -23.768], [-19.535, 2.089, -23.510], [-19.622, 3.260, -24.874], [-14.218, 3.506, -20.777], [-12.713, 3.718, -20.772], [-12.170, 2.278, -20.907], [-13.305, 1.407, -20.643], [-14.302, 2.214, -20.007], [-14.628, 3.347, -21.773], [-14.727, 4.340, -20.294], [-12.352, 4.099, -19.816], [-12.389, 4.406, -21.554], [-11.444, 2.082, -20.123], [-11.850, 2.020, -21.914], [-14.021, 2.298, -18.945], [-15.269, 1.709, -20.025], [-12.571, 5.869, -14.763], [-13.256, 4.815, -15.612], [-12.817, 5.268, -16.995], [-12.815, 6.700, -16.966], [-12.802, 7.122, -15.606], [-11.510, 5.622, -14.649], [-12.914, 6.007, -13.735], [-14.346, 4.786, -15.544], [-12.943, 3.781, -15.441], [-13.460, 4.932, -17.813], [-11.813, 4.915, -17.267], [-13.779, 7.534, -15.317], [-12.065, 7.910, -15.441], [-12.274, 2.176, -26.259], [-12.895, 2.344, -24.884], [-13.241, 3.854, -24.842], [-12.329, 4.474, -25.716], [-12.169, 3.614, -26.817], [-12.921, 1.611, -26.934], [-11.291, 1.711, -26.336], [-12.192, 2.126, -24.072], [-13.700, 1.660, -24.612], [-13.123, 4.303, -23.858], [-14.277, 4.014, -25.176], [-11.230, 3.831, -27.322], [-12.973, 3.773, -27.551]],
  "forces_ev_per_angstrom": [[0.80, 0.20, 0.59], [-0.57, -0.01, -0.21], [0.35, -0.41, -0.11], [-0.27, 0.76, 0.19], [-0.06, -0.19, -0.11], [0.08, 0.05, 0.04], [0.84, -0.13, -0.97], [-0.22, 0.14, -0.18], [0.00, -0.16, -0.10], [-0.20, -0.25, -0.06], [-0.08, -0.11, 0.06], [0.03, 0.16, 0.07], [-0.28, -0.11, 0.50], [-0.17, -0.12, 0.32], [-0.20, 0.18, 0.02], [-0.27, 0.40, -0.64], [0.06, 0.17, 0.24], [0.19, -0.50, 0.41], [-0.06, 0.32, 0.25], [-0.22, 0.11, -0.27], [0.25, -0.31, 0.14], [-0.01, 0.81, -0.33], [0.09, -0.06, 0.12], [0.10, -0.05, 0.22], [-0.07, -0.12, 0.06], [0.25, 0.01, -0.11], [-0.29, -0.11, 0.05], [-0.09, -0.04, 0.14], [0.15, -0.23, -0.19], [-0.12, -0.35, -0.06], [0.40, -0.39, -0.27], [0.50, 1.08, 0.44], [-0.16, -0.18, 0.44], [-0.12, 0.42, -0.28], [0.60, -0.55, -0.13], [-0.33, 0.21, 0.18], [-0.12, 0.07, -0.08], [-0.31, -0.58, -0.09], [-0.03, -0.12, -0.26], [0.10, 0.01, 0.08], [-0.03, -0.13, -0.18], [-0.36, 0.27, 0.16], [-0.16, -0.08, 0.02], [-0.12, 0.49, 0.84], [0.43, -0.27, -0.40], [-1.09, -0.18, 0.26], [-0.13, 0.09, -0.07], [0.27, -0.65, 0.15], [0.13, 0.05, -0.10], [-0.16, -0.08, -0.07], [-0.24, 0.24, -0.01], [0.18, -0.13, -0.02], [0.43, -0.02, -0.34], [0.43, 0.04, 0.08], [-0.14, 0.45, -0.04], [0.10, -0.10, -0.32], [0.31, 0.16, 0.52], [0.05, -0.74, -0.43], [0.01, -0.09, -0.69], [-0.04, 0.04, 0.13], [-0.22, 0.00, 0.52], [0.02, 0.09, -0.33], [-0.37, -0.13, -0.16], [0.00, 0.43, 0.13], [0.21, 0.13, 0.20], [-0.21, 0.13, 0.19], [0.05, 0.00, 0.31], [0.00, 0.05, -0.28], [0.14, -0.11, -0.19], [-0.02, -0.04, -1.25], [0.57, 0.21, 1.19], [-0.45, -0.57, 0.14], [0.25, 0.34, 0.15], [-0.45, -0.33, -0.31], [-0.01, -0.11, 0.15], [-0.06, -0.16, 0.60], [0.34, 0.22, -0.31], [-0.38, 0.23, -0.59], [0.00, -0.02, 0.03], [0.05, 0.05, -0.06], [0.11, 0.05, 0.17], [0.00, 0.13, 0.10]],
  "smiles": "CCOC(=O)OC.CCOC(=O)OC.C1CCOC1.C1CCOC1.C1CCOC1.C1CCOC1",
  "relative_energy_kj_mol": 0.0,
  "lumo_energy_ev": 0.615,
  "e_homo_ha": -0.3453
}